(1)
This record from the OMol25 dataset describes a cluster of 2 separate species, C4H6N3S in total. The level of theory is ωB97M-V/def2-TZVPD.

Last column: Mulliken charge in e.
CARTESIAN COORDINATES (ANGSTROEM)
1 C 1.2826 0.9638 0.7636  -0.67
2 C 3.0737 -0.1115 -0.0713  -0.04
3 C 0.7887 0.1096 -0.1119  0.55
4 C -1.5679 -0.3609 -0.1751  0.43
5 N 2.6879 0.7710 0.7570  -0.40
6 N -2.0502 0.2822 0.8310  -0.28
7 N -2.0181 -1.0958 -1.1100  -0.26
8 S 1.8603 -0.8958 -0.9913  -0.03
9 H 0.7731 1.5947 1.4857  0.29
10 H 4.0782 -0.2545 -0.4595  0.39
11 H -1.4514 1.0747 1.1363  0.22
12 H -3.0082 0.4055 1.0496  0.26
13 H -1.4532 -1.2462 -1.9639  0.27
14 H -2.9955 -1.2367 -1.1402  0.26

Computed properties:
Energy relative to the best compared isomer or geometry (same formula, charge and spin): 4.563 eV
Highest occupied orbital energy: -13.747 eV
E_LUMO: -5.3 eV
Total charge: +1
Electronic energy: -718.08758 hartree
Kohn-Sham gap: 8.49 eV



(2)
This record from the OMol25 dataset describes an isolated molecule of C6H11NO. The level of theory is ωB97M-V/def2-TZVPD.

Last column: Mulliken charge in e.
CARTESIAN COORDINATES (ANGSTROEM)
1 C -2.3392 0.8027 -0.5803  -0.97
2 C -1.7216 0.0510 0.3441  0.71
3 C -2.4190 -0.9057 1.2551  -1.17
4 C -0.2535 0.1707 0.4585  0.51
5 O 0.0919 0.3207 1.7492  -0.50
6 N 0.5718 0.1520 -0.5179  -0.44
7 C 2.0053 0.2267 -0.2871  -0.44
8 C 2.7177 -0.1384 -1.5781  -1.27
9 H -3.4141 0.7587 -0.7174  0.29
10 H -1.7832 1.4795 -1.2233  0.30
11 H -3.4911 -0.9626 1.0389  0.37
12 H -2.0045 -1.9123 1.1335  0.28
13 H -2.3066 -0.6079 2.3021  0.26
14 H 1.0365 0.4982 1.8425  0.34
15 H 2.3227 -0.4744 0.4934  0.37
16 H 2.2895 1.2418 0.0107  0.36
17 H 2.4583 -1.1555 -1.8914  0.31
18 H 3.8025 -0.0873 -1.4444  0.38
19 H 2.4367 0.5423 -2.3882  0.31

Computed properties:
Energy relative to the best compared isomer or geometry (same formula, charge and spin): 1.244 eV
Highest occupied orbital energy: -9.244 eV
E_LUMO: 0.8 eV
Total charge: 0
Electronic energy: -365.18574 hartree
Kohn-Sham gap: 10.02 eV



(3)
This record from the OMol25 dataset describes an isolated molecule of C22H36N5O5P. The level of theory is ωB97M-V/def2-TZVPD.

Last column: Mulliken charge in e.
CARTESIAN COORDINATES (ANGSTROEM)
1 C -0.7697 -2.9487 2.3901  -1.57
2 C -0.3507 -1.5174 2.0565  0.09
3 N -0.9769 -1.0521 0.8374  1.50
4 C -0.2568 -1.1902 -0.3537  -0.82
5 N 0.9341 -0.7529 -0.5637  -0.51
6 P 1.5757 0.5416 0.2610  0.35
7 O 0.9656 1.0615 1.4916  -1.02
8 N 3.2081 0.1337 0.4433  0.73
9 C 3.8395 0.4426 1.7077  -0.85
10 C 3.8331 -0.7786 2.6286  -0.56
11 O 4.4213 -1.9016 2.0071  -0.48
12 C 3.7653 -2.2201 0.8016  -0.48
13 C 3.7810 -1.0404 -0.1736  -0.56
14 N 1.4615 1.6945 -0.9636  0.12
15 C 2.1778 1.5178 -2.2053  -0.45
16 C 3.5385 2.2197 -2.1524  -0.54
17 O 3.4011 3.5814 -1.8116  -0.44
18 C 2.7510 3.7303 -0.5669  -0.50
19 C 1.3647 3.0874 -0.5904  -0.72
20 N -0.8691 -1.9101 -1.3152  0.12
21 C -2.1533 -2.5611 -1.1819  -0.52
22 C -3.1463 -1.9373 -2.1701  -0.46
23 O -2.6532 -2.0044 -3.4889  -0.43
24 C -1.4186 -1.3357 -3.6064  -0.57
25 C -0.3658 -1.9428 -2.6707  -0.41
26 C -2.0364 -0.1468 0.8579  0.23
27 C -2.9814 -0.1567 1.8779  -1.00
28 C -4.0356 0.7416 1.8829  -0.77
29 C -4.1769 1.6645 0.8556  0.67
30 O -5.1825 2.5850 0.7541  -0.47
31 C -6.1316 2.6516 1.7880  -0.88
32 C -3.2279 1.6815 -0.1669  -0.79
33 C -2.1728 0.7980 -0.1625  -0.24
34 H -0.4947 -3.6211 1.5798  0.32
35 H -0.2698 -3.2769 3.2979  0.50
36 H -1.8445 -3.0156 2.5424  0.35
37 H 0.7339 -1.4829 1.9190  -0.55
38 H -0.6002 -0.8346 2.8705  0.65
39 H 3.2921 1.2605 2.1767  0.49
40 H 4.8753 0.7524 1.5176  0.44
41 H 4.4167 -0.5926 3.5318  0.41
42 H 2.7919 -1.0061 2.9060  0.20
43 H 4.2936 -3.0807 0.3866  0.42
44 H 2.7173 -2.4972 1.0043  0.18
45 H 3.2051 -1.2908 -1.0631  0.35
46 H 4.8188 -0.8163 -0.4533  0.44
47 H 1.5783 1.9536 -3.0155  0.39
48 H 2.3084 0.4510 -2.3843  0.18
49 H 4.1737 1.7140 -1.4099  0.22
50 H 4.0274 2.1998 -3.1286  0.40
51 H 2.6867 4.8045 -0.3855  0.38
52 H 3.3501 3.2558 0.2270  0.23
53 H 0.8970 3.1437 0.3920  0.47
54 H 0.7349 3.6024 -1.3264  0.34
55 H -2.5221 -2.4677 -0.1628  0.24
56 H -2.0248 -3.6225 -1.4297  0.46
57 H -4.0876 -2.4888 -2.1687  0.38
58 H -3.3344 -0.8914 -1.8849  0.23
59 H -1.5447 -0.2692 -3.3665  0.30
60 H -1.1136 -1.4394 -4.6487  0.39
61 H -0.1760 -2.9831 -2.9575  0.29
62 H 0.5617 -1.3743 -2.7086  0.17
63 H -2.9006 -0.8639 2.6884  0.40
64 H -4.7403 0.7040 2.6988  0.45
65 H -6.8082 3.4604 1.5160  0.25
66 H -5.6631 2.8813 2.7508  0.34
67 H -6.7010 1.7197 1.8747  0.33
68 H -3.3307 2.4164 -0.9498  0.49
69 H -1.4191 0.8600 -0.9338  0.69

Computed properties:
Energy relative to the best compared isomer or geometry (same formula, charge and spin): 0.270 eV
Highest occupied orbital energy: -7.693 eV
E_LUMO: 0.7 eV
Total charge: 0
Electronic energy: -1851.28642 hartree
Kohn-Sham gap: 8.39 eV



(4)
This record from the OMol25 dataset describes a cluster of 2 separate species, CHClN2O3 in total. The level of theory is ωB97M-V/def2-TZVPD.

Last column: Mulliken charge in e.
CARTESIAN COORDINATES (ANGSTROEM)
1 C 1.3322 0.4590 -0.1551  0.16
2 N 1.3024 -0.6846 -0.4184  0.30
3 N -1.3967 0.0596 0.3250  0.56
4 O -1.2784 -0.2874 1.4527  -0.38
5 O 0.8113 -1.7705 -0.4976  -0.43
6 O -1.3565 1.1789 -0.1629  -0.42
7 Cl 2.2534 1.8120 -0.3393  -0.04
8 H -1.6678 -0.7671 -0.2044  0.25

Computed properties:
Energy relative to the best compared isomer or geometry (same formula, charge and spin): 0.000 eV
Highest occupied orbital energy (spin up / spin down): -7.004 / -10.162 eV
Multiplicity: 3
E_LUMO (spin up / spin down): 0.2 / -3.2 eV
Total charge: 0
Electronic energy: -833.77957 hartree
Kohn-Sham gap (spin up / spin down): 7.16 / 6.97 eV
<S²>: 2.0157



- What is the formula in the second record?
  C6H11NO



- What is the total charge in the third record?
  0



- Among the records above, which one has the lowest energy relative to the best compared isomer or geometry (same formula, charge and spin)?
  CHClN2O3



What did the second record say?
This record from the OMol25 dataset describes an isolated molecule of C6H11NO. The level of theory is ωB97M-V/def2-TZVPD.

Last column: Mulliken charge in e.
CARTESIAN COORDINATES (ANGSTROEM)
1 C -2.3392 0.8027 -0.5803  -0.97
2 C -1.7216 0.0510 0.3441  0.71
3 C -2.4190 -0.9057 1.2551  -1.17
4 C -0.2535 0.1707 0.4585  0.51
5 O 0.0919 0.3207 1.7492  -0.50
6 N 0.5718 0.1520 -0.5179  -0.44
7 C 2.0053 0.2267 -0.2871  -0.44
8 C 2.7177 -0.1384 -1.5781  -1.27
9 H -3.4141 0.7587 -0.7174  0.29
10 H -1.7832 1.4795 -1.2233  0.30
11 H -3.4911 -0.9626 1.0389  0.37
12 H -2.0045 -1.9123 1.1335  0.28
13 H -2.3066 -0.6079 2.3021  0.26
14 H 1.0365 0.4982 1.8425  0.34
15 H 2.3227 -0.4744 0.4934  0.37
16 H 2.2895 1.2418 0.0107  0.36
17 H 2.4583 -1.1555 -1.8914  0.31
18 H 3.8025 -0.0873 -1.4444  0.38
19 H 2.4367 0.5423 -2.3882  0.31

Computed properties:
Energy relative to the best compared isomer or geometry (same formula, charge and spin): 1.244 eV
Highest occupied orbital energy: -9.244 eV
E_LUMO: 0.8 eV
Total charge: 0
Electronic energy: -365.18574 hartree
Kohn-Sham gap: 10.02 eV